This record from OMol25 describes a 2-piece molecular cluster, C2H4N2O overall. The level of theory is ωB97M-V with the def2-TZVPD basis set.

Geometry as XYZ:
```
9
C2H4N2O (ωB97M-V with the def2-TZVPD basis set)
C -2.2329 0.6259 0.2532
C 1.4753 -0.1187 0.6574
N -2.1423 -0.4555 0.5921
N 0.9675 -1.0921 -0.0562
O 1.3510 1.0826 0.1316
H -2.2915 1.6463 -0.1929
H 0.9737 -1.9902 0.4452
H 0.6330 -0.8436 -1.0077
H 1.2663 1.1453 -0.8227
```

Computed properties:
- Highest occupied orbital energy: -8.462 eV
- ΔE to the lowest compared entry with this formula, charge and spin: 263.7 kJ/mol
- Gap between HOMO and LUMO: 9.1 eV
- Electronic energy: -7163.7465 eV

This record from OMol25 describes C5H4N2 as an isolated structure. The level of theory is ωB97M-V with the def2-TZVPD basis set.

Geometry as XYZ:
```
11
C5H4N2 (ωB97M-V with the def2-TZVPD basis set)
C -4.9849 -0.0576 0.1229
C -2.7794 -0.6701 0.1110
C -1.8934 -0.5785 -0.9319
C -0.8451 -0.5423 0.0746
C 0.4414 0.2569 -0.1856
N -6.0568 0.2724 0.0451
N -1.9532 0.1459 0.7527
H -0.6761 -1.5269 0.7079
H 1.2217 -0.3353 0.3646
H 0.0625 1.2069 0.1873
H 0.8626 0.1684 -1.2059
```

Computed properties:
- Highest occupied orbital energy (alpha / beta): -10.430 / -10.429 eV
- ΔE to the lowest compared entry with this formula, charge and spin: 929.6 kJ/mol
- Gap between HOMO and LUMO (alpha / beta): 7.8 / 7.8 eV
- Electronic energy: -8219.8589 eV

This record from OMol25 describes a 10-piece molecular cluster, C30H47F6N3O10P overall. The level of theory is ωB97M-V with the def2-TZVPD basis set.

Geometry as XYZ:
```
97
C30H47F6N3O10P (ωB97M-V with the def2-TZVPD basis set)
P -4.5530 -29.8356 25.0662
F -3.8437 -28.7219 26.0129
F -4.9268 -30.6638 26.4122
F -5.9509 -28.9416 25.2389
F -5.3196 -30.9786 24.1301
F -4.1060 -28.9916 23.7927
F -3.1935 -30.7071 24.9481
O -5.8343 -35.5937 27.7511
C -6.1291 -34.4158 28.0390
O -7.0787 -33.6313 27.4484
C -7.2005 -32.3927 28.1038
C -6.5724 -32.5727 29.4611
C -5.5486 -33.7132 29.2325
H -8.2333 -32.0465 28.0638
H -6.6732 -31.6254 27.5370
H -7.3577 -32.9801 30.0978
H -6.2136 -31.6396 29.8957
H -5.5761 -34.4293 30.0538
H -4.5558 -33.3373 28.9850
O 0.8258 -34.7299 23.3441
C 0.6149 -33.5282 23.5275
O 1.5714 -32.6747 23.8992
C 1.0795 -31.3546 23.9258
C -0.1224 -31.4449 22.9721
C -0.6098 -32.8056 23.1663
H 1.8514 -30.6252 23.6805
H 0.7322 -31.1242 24.9330
H 0.2916 -31.2915 21.9755
H -0.8825 -30.6856 23.1560
H -1.1359 -33.2163 22.3045
H -1.3170 -32.7718 23.9951
O -6.6950 -25.3156 18.7216
C -6.1878 -26.2212 19.4028
O -6.9032 -27.2953 19.7617
C -6.1770 -28.2209 20.5747
C -4.6835 -27.7892 20.4757
C -4.7649 -26.3674 19.9487
H -6.3549 -29.2338 20.2137
H -6.4921 -28.0977 21.6109
H -4.0786 -28.4250 19.8292
H -4.2454 -27.9700 21.4573
H -3.9774 -26.2520 19.2039
H -4.5970 -25.6918 20.7874
O -4.8040 -23.6324 25.8686
C -4.1111 -24.1685 25.0688
O -3.2284 -23.4470 24.4630
C -2.5539 -24.1640 23.5027
C -3.4349 -25.3781 23.3139
C -3.9867 -25.6540 24.6568
H -1.5182 -24.3634 23.7778
H -2.5190 -23.5746 22.5864
H -2.8293 -26.1936 22.9185
H -4.2722 -25.1515 22.6538
H -3.2950 -26.1478 25.3392
H -4.8800 -26.2743 24.5837
C -6.9934 -33.9852 24.0322
O -5.9125 -33.4231 23.2047
H -7.5833 -33.1972 24.5003
H -7.6453 -34.6087 23.4203
H -6.6696 -34.5616 24.8988
H -5.7640 -32.5358 23.5397
C -1.8395 -31.5927 27.6273
O -1.1918 -31.6286 26.4089
H -1.1531 -31.8103 28.4456
H -2.2076 -30.6078 27.9146
H -2.6556 -32.3148 27.6514
H -1.7598 -31.2246 25.7488
N -8.5620 -29.4151 25.9646
C -9.0165 -30.4327 25.2126
C -10.2272 -30.8378 25.7265
C -10.4616 -30.0391 26.8669
C -9.4181 -29.1624 26.9972
H -7.6576 -28.9915 25.8136
H -8.3431 -30.8342 24.4698
H -10.8164 -31.6339 25.2958
H -11.3704 -30.0984 27.4473
H -9.3337 -28.3254 27.6745
N -5.7669 -27.4409 27.5606
C -6.1526 -26.1304 27.7755
C -6.5193 -25.9698 29.1255
C -6.2673 -27.1560 29.7830
C -5.9011 -28.0812 28.7831
H -5.4323 -27.8004 26.6780
H -6.3216 -25.3883 27.0092
H -6.8198 -25.0722 29.6454
H -6.2941 -27.4263 30.8283
H -5.7419 -29.1489 28.8154
N -2.4294 -32.7573 19.4578
C -1.7298 -31.5701 19.2125
C -2.2125 -30.5857 20.0747
C -2.9995 -31.2336 20.9520
C -3.1642 -32.5328 20.5866
H -2.3579 -33.5944 18.8971
H -1.0198 -31.5471 18.3990
H -2.0135 -29.5249 20.1124
H -3.3480 -30.6753 21.8083
H -3.6709 -33.3860 21.0129
```

Computed properties:
- 2S+1: 2
- Highest occupied orbital energy (alpha / beta): -8.013 / -8.013 eV
- Gap between HOMO and LUMO (alpha / beta): 6.9 / 2.9 eV
- Electronic energy: -82413.4469 eV
- ⟨S²⟩: 0.76

This record from OMol25 describes one molecule with the formula C4H6F2. The level of theory is ωB97M-V with the def2-TZVPD basis set.

Geometry as XYZ:
```
12
C4H6F2 (ωB97M-V with the def2-TZVPD basis set)
C 0.1352 -0.7837 -1.3699
C -0.4198 -0.6833 0.0919
C -0.4793 0.7344 0.5748
C 0.4413 1.2324 1.3444
F 1.5227 0.5666 1.7786
F 0.5249 2.5157 1.6612
H 0.0487 -1.8226 -1.6707
H 1.1859 -0.5144 -1.4001
H -0.4637 -0.2035 -2.0393
H -1.4134 -1.1363 0.0986
H 0.2413 -1.2981 0.6936
H -1.3239 1.3928 0.2367
```

Computed properties:
- Highest occupied orbital energy: -9.606 eV
- ΔE to the lowest compared entry with this formula, charge and spin: 25.3 kJ/mol
- Gap between HOMO and LUMO: 10.6 eV
- Electronic energy: -9679.4992 eV

This record from OMol25 describes a 7-piece molecular cluster, C32H66N6O17P2 overall. The level of theory is ωB97M-V with the def2-TZVPD basis set.

Geometry as XYZ:
```
123
C32H66N6O17P2 (ωB97M-V with the def2-TZVPD basis set)
C -3.4392 3.0668 5.2781
N -2.4643 2.5923 4.3594
C -2.9150 1.6928 3.2404
P -0.8651 3.2724 4.4125
O -0.4713 3.5396 5.8018
N 0.1102 2.1857 3.5911
C 0.4508 0.9585 4.2982
C 1.1690 2.6681 2.6944
N -1.0337 4.6418 3.3820
C -1.3442 5.9124 3.9916
C -1.4527 4.5037 1.9701
H -3.4357 4.1550 5.2158
H -3.2673 2.7198 6.2970
H -4.4638 2.8630 4.9672
H -2.5778 2.0823 2.2798
H -3.9997 1.7414 3.1439
H -2.6165 0.6452 3.2772
H 0.8114 1.2156 5.2942
H -0.4083 0.3145 4.4861
H 1.2915 0.4514 3.8249
H 1.5347 1.8382 2.0897
H 0.8605 3.3788 1.9278
H 1.9812 3.0465 3.3151
H -2.4324 5.9444 4.0453
H -1.0431 6.0240 5.0332
H -1.0294 6.7551 3.3761
H -2.5184 4.5563 1.7471
H -1.1316 3.5897 1.4704
H -0.8934 5.2881 1.4602
C -1.8927 -0.7856 -3.4140
N -2.3557 -1.3738 -4.6991
C -3.7010 -0.9617 -5.1231
P -1.3420 -2.2873 -5.7544
O -1.9756 -2.6853 -7.0221
N 0.1032 -1.3683 -5.9524
C 0.5036 -0.8722 -7.3028
C 1.1019 -1.1742 -4.8531
N -0.7930 -3.5820 -4.7633
C 0.2038 -4.4400 -5.3994
C -1.6601 -4.2144 -3.8064
H -1.5625 0.2460 -3.5354
H -1.1004 -1.4653 -3.1004
H -2.5951 -0.7939 -2.5805
H -4.4030 -0.8445 -4.2975
H -4.0502 -1.7326 -5.8100
H -3.6573 -0.0609 -5.7353
H -0.3708 -0.7839 -7.9475
H 0.8313 0.1672 -7.2839
H 1.1409 -1.5618 -7.8563
H 2.0767 -1.6267 -5.0355
H 1.2616 -0.1387 -4.5525
H 0.7557 -1.6348 -3.9279
H 1.2013 -4.0011 -5.3766
H 0.3267 -5.3069 -4.7501
H -0.0543 -4.7457 -6.4133
H -1.0024 -4.6883 -3.0777
H -2.2595 -4.9700 -4.3142
H -2.3017 -3.4739 -3.3289
C 2.1837 -0.1412 -1.0395
C 1.3635 -0.6829 0.0898
C -0.1519 -0.4531 -0.0333
O -0.7103 -1.7037 -0.1740
C 0.2119 -2.6785 0.0589
O -0.0142 -3.8763 -0.0365
O 1.4618 -2.1139 0.0608
H 2.2834 0.9432 -0.9932
H 1.7901 -0.5282 -1.9795
H 3.1571 -0.6317 -1.0444
H 1.8669 -0.3845 1.0094
H -0.3885 0.1159 -0.9324
H -0.6298 0.0640 0.7987
C 3.3741 4.7622 -0.0410
C 4.5267 3.7341 -0.0228
C 5.4608 3.9023 1.1279
O 5.5365 2.6362 1.5962
C 4.5461 1.8605 1.0977
O 4.2708 0.7131 1.4608
O 3.8976 2.5291 0.0691
H 2.7635 4.4557 -0.8903
H 3.7682 5.7622 -0.2222
H 2.7006 4.6973 0.8136
H 5.0748 3.6738 -0.9631
H 5.0845 4.6115 1.8652
H 6.4116 4.2762 0.7480
C -0.2183 -7.0484 2.0563
C -1.5665 -7.3850 1.3439
C -2.3455 -6.1918 0.8892
O -2.5086 -6.4052 -0.4846
C -1.8065 -7.4640 -0.8819
O -1.8334 -7.8495 -2.0353
O -1.2273 -8.0277 0.1248
H 0.3706 -7.9654 2.0331
H -0.4196 -6.6641 3.0563
H 0.3366 -6.2677 1.5362
H -2.1262 -8.1063 1.9393
H -1.7626 -5.2856 1.0539
H -3.3654 -6.1898 1.2739
C 3.7831 0.2407 5.5950
C 3.6702 -0.8078 4.4332
C 4.8256 -1.7867 4.1027
O 4.1558 -3.0434 3.9478
C 2.8877 -3.0073 4.2861
O 2.0436 -3.9291 4.2193
O 2.6214 -1.6839 4.7506
H 4.4811 1.0573 5.4102
H 4.0943 -0.2241 6.5305
H 2.8374 0.7440 5.7961
H 3.3836 -0.2800 3.5235
H 5.5372 -1.8491 4.9260
H 5.3963 -1.4562 3.2348
C -3.9260 2.5193 -3.7638
C -2.9258 3.4596 -3.1362
C -3.1944 3.8458 -1.7032
O -2.0635 3.5092 -1.0184
C -1.1993 2.8791 -1.7562
O -0.1138 2.4020 -1.3208
O -1.7031 2.6820 -3.0495
H -4.9745 2.8160 -3.7910
H -4.0502 1.5695 -3.2435
H -3.6766 2.4228 -4.8205
H -2.7251 4.3331 -3.7566
H -4.1212 3.4771 -1.2637
H -3.2466 4.9344 -1.7192
```

Computed properties:
- Highest occupied orbital energy: -8.213 eV
- Gap between HOMO and LUMO: 8.2 eV
- Electronic energy: -96581.4878 eV

This record from OMol25 describes C9H14Br2F6NO4S5Ti as an isolated structure. The level of theory is ωB97M-V with the def2-TZVPD basis set.

Geometry as XYZ:
```
42
C9H14Br2F6NO4S5Ti (ωB97M-V with the def2-TZVPD basis set)
Ti 0.2829 0.6145 0.2103
C 0.5812 -0.6964 -3.0367
C -0.8416 -0.2446 -3.3014
S -1.4704 0.9508 -2.0561
C -3.1577 0.3120 -1.7857
C -3.1896 -0.9654 -0.9654
S -1.9530 -0.9708 0.4182
C -1.1561 -2.5784 0.0990
C -0.2818 -2.6752 -1.1428
S 0.9222 -1.2900 -1.3257
H 1.2785 0.1364 -3.1601
H 0.8551 -1.4903 -3.7339
H -1.5366 -1.0817 -3.3229
H -0.8694 0.2700 -4.2620
H -3.6516 0.1604 -2.7457
H -3.6516 1.1287 -1.2605
H -2.9853 -1.8401 -1.5788
H -4.1730 -1.0822 -0.5102
H -1.9465 -3.3289 0.0572
H -0.5552 -2.7440 0.9934
H -0.8608 -2.7328 -2.0647
H 0.3248 -3.5786 -1.0536
Br -1.7072 2.7529 0.6883
C -0.9724 4.3685 0.1653
Br 1.2535 2.2279 -1.2990
H -0.6926 5.0684 0.9279
H -0.8804 4.5598 -0.8873
F 3.8926 -2.6642 2.2268
C 3.8687 -1.4499 1.7123
F 4.1032 -1.5205 0.4044
F 4.7785 -0.6983 2.2933
S 2.1711 -0.6855 1.8378
O 2.2014 0.4547 0.9341
O 1.2264 -1.6605 1.3723
N 1.9355 -0.2268 3.3132
S 0.6978 0.7475 3.3636
O -0.1200 0.5767 2.1487
O -0.0039 0.7961 4.5776
C 1.4479 2.4603 3.0330
F 0.8921 3.3917 3.7827
F 1.1870 2.7702 1.7418
F 2.7573 2.4560 3.1927
```

Computed properties:
- 2S+1: 3
- Highest occupied orbital energy (alpha / beta): -11.663 / -12.467 eV
- ΔE to the lowest compared entry with this formula, charge and spin: 141.0 kJ/mol
- Gap between HOMO and LUMO (alpha / beta): 7.9 / 8.9 eV
- Electronic energy: -252915.1008 eV
- Total charge: +1
- ⟨S²⟩: 2.01